Here is the ion C3H7N2O2 with charge +1 in a non-equilibrium geometry from the OMol25 dataset. Energies are from wB97M-V/def2-TZVPD.

Values from the calculation:
E = -10289.3136 eV
Structure (SMILES) = C[N+](/C=[NH+]\[O-])=C\O
Energy relative to the best compared isomer or geometry (same formula, charge and spin) = 80.6 kcal/mol
Frontier orbital gap (alpha / beta) = 9.17 / 9.17 eV

ORCA input file:
```
! RIJCOSX wB97M-V def2-TZVPD def2/J DEFGRID3
* xyz 1 1
C -1.66 0.33 -0.24
N -0.26 -0.22 0.10
C 0.20 0.15 1.31
N 1.49 0.50 1.32
O 2.17 0.32 0.22
C 0.57 -0.67 -0.81
O 0.18 -0.40 -2.08
H -1.94 0.31 -1.32
H -1.79 1.41 0.12
H -2.29 -0.23 0.48
H -0.54 0.04 2.12
H 2.02 0.98 2.08
H 1.27 -1.46 -0.65
H 0.58 -1.06 -2.65
*
```

Mulliken population analysis, charges in e, atoms 1 to 6: number 1, C, carries -0.8014; number 2, N, carries 0.0332; number 3, C, carries -0.2079; number 4, N, carries 0.1746; number 5, O, carries -0.5530; number 6, C, carries 0.3438